3 unconnected molecules or ions with the total composition C14H27N4O3 at a distorted geometry, computed with ωB97M-V/def2-TZVPD.

```
48
Properties=species:S:1:pos:R:3
H -0.968 1.568 3.816
O 0.166 2.444 -3.171
C -0.395 1.685 -2.006
H 1.701 -2.731 -4.343
C 1.864 -2.076 -5.206
C -0.932 1.812 0.707
C 0.524 0.335 -1.859
H 3.932 -2.642 -5.410
H 1.395 0.392 -2.659
O -2.478 -0.394 0.734
H -0.862 -1.203 -1.307
O -3.501 1.658 0.020
H -0.134 0.970 0.860
H 3.141 0.143 -6.437
C -2.741 -1.907 6.372
N -0.652 1.283 6.600
H -3.627 -2.363 5.919
H -2.528 -2.434 7.309
N -0.941 2.707 1.927
H 0.586 3.170 -0.471
N -0.320 -0.913 -2.160
H -2.995 -0.869 6.609
C -0.271 -1.407 6.007
H 0.689 1.405 2.831
H 0.264 3.023 3.705
C -1.555 -1.993 5.416
H -1.383 -3.043 5.156
N 0.361 0.242 -4.891
H 3.344 -1.300 -7.453
H -1.934 2.847 2.276
C 1.043 -0.809 -5.034
H -1.521 1.388 -2.263
H 1.526 -2.606 -6.102
C 3.348 -1.719 -5.320
H -1.207 3.526 -0.930
C -2.381 1.080 0.467
H 0.551 -1.504 5.290
C -0.208 2.105 3.106
H -1.810 -1.468 4.487
H 1.045 0.209 -0.809
H -0.253 1.970 -3.962
H 4.725 -0.617 -6.574
C 3.651 -0.822 -6.516
C -0.479 0.064 6.331
H 3.680 -1.215 -4.404
C -0.460 2.632 -0.669
H 0.010 -1.941 6.921
H -1.015 -0.681 -2.911
```

Calculated total energy   -27054.3901 eV
Relative energy (zero: lowest compared OMol25 entry of this formula, charge and spin)   134.22 kcal/mol
HOMO   -3.996 eV
Net charge   -1
Orbital gap   6.48 eV

Atom charges from the Löwdin analysis, given in e for atoms 1 to 4:
1 H 0.0628
2 O -0.1686
3 C -0.3218
4 H 0.1140

3 unconnected molecules or ions with the total composition C14H27N6 at a distorted geometry, computed with ωB97M-V/def2-TZVPD.

```
47
Properties=species:S:1:pos:R:3
H 3.875 -4.299 -0.718
H 0.306 1.254 -0.274
H -2.039 0.519 6.803
H -2.323 -0.196 -2.714
H -2.473 -0.414 2.749
H 2.199 -0.146 -1.872
H 0.999 2.764 0.236
H -0.848 2.456 -2.208
C -0.577 2.914 -1.259
H -3.524 2.088 0.196
N -2.022 -0.003 -0.066
C 2.620 0.693 -1.320
H -2.097 3.954 -0.184
H 1.848 -0.162 0.399
C 0.658 2.222 -0.639
H 0.948 -5.222 -3.774
H 2.799 -6.340 -2.135
H 1.006 -2.563 -3.260
H -3.775 -0.260 4.879
H 2.728 -2.208 -1.472
C -2.723 -0.039 4.811
H -0.041 0.188 2.975
H 0.364 0.810 5.577
C 2.544 -5.296 -2.204
N 2.680 0.320 0.093
H -0.254 3.930 -1.460
H 1.296 1.831 -2.625
H -1.455 -0.736 -0.489
H 2.834 1.120 0.693
H -1.335 2.676 0.748
H 3.647 0.838 -1.637
N -2.957 0.305 -2.111
C 1.575 -4.711 -3.062
H 2.439 2.815 -1.711
C -1.732 2.937 -0.235
C -0.563 0.509 5.119
C 3.107 -4.286 -1.472
N -2.058 -0.136 3.618
C -2.600 0.790 -0.916
N 2.514 -3.113 -1.849
C 1.773 1.961 -1.655
H -3.924 0.444 -2.370
H -1.542 0.487 0.687
C 1.581 -3.363 -2.823
C -0.738 0.200 3.799
N -2.920 2.114 -0.631
C -1.822 0.356 5.761
```

Calculated total energy   -23888.6689 eV
HOMO   -10.403 eV
Net charge   +1
Orbital gap   5.82 eV

Atom charges from the Löwdin analysis, given in e for atoms 1 to 4:
1 H 0.1110
2 H 0.0675
3 H 0.0998
4 H 0.1377

A molecular structure, C14H27NO6S5Yb at a distorted geometry, computed with ωB97M-V/def2-TZVPD.

```
54
Properties=species:S:1:pos:R:3
H 9.728 5.485 10.811
H 10.076 -0.381 5.327
C 11.147 -0.050 11.235
H 11.809 0.049 5.200
C 10.095 4.453 10.856
Yb 12.280 1.392 8.930
O 10.249 1.636 9.542
H 8.004 0.225 9.823
H 12.693 3.215 12.472
H 15.758 0.362 12.555
C 11.096 4.322 6.822
C 9.913 0.832 10.665
O 9.510 -1.106 9.310
H 8.295 3.955 11.672
H 8.945 -1.618 7.464
H 8.465 3.203 10.075
S 14.632 2.157 11.549
H 11.948 5.037 6.861
H 10.471 4.668 5.995
H 14.172 -0.190 11.917
H 8.899 0.177 7.750
H 15.857 1.879 8.579
H 13.609 2.383 13.680
H 16.648 -1.041 6.861
C 10.282 4.432 8.128
S 11.150 -0.694 7.346
H 15.603 0.144 10.832
C 15.038 0.401 11.748
O 12.144 -0.249 10.420
O 13.999 2.223 10.121
O 13.912 0.409 7.549
C 13.236 2.272 12.650
C 9.406 -0.769 7.959
C 16.055 1.445 7.577
H 10.707 4.341 11.778
H 12.550 1.424 12.558
H 9.710 1.705 6.640
N 15.689 -0.888 7.050
C 8.956 3.454 10.994
S 11.408 4.382 9.577
C 8.885 -0.280 10.293
C 10.484 1.653 5.881
H 15.788 2.185 6.850
H 9.738 5.364 8.123
H 10.047 2.009 4.952
H 17.103 1.184 7.556
C 15.151 0.285 7.390
S 9.335 1.964 11.977
S 11.904 2.725 6.434
H 15.068 -1.666 6.955
C 10.901 0.176 5.753
O 11.016 -0.467 12.348
H 8.642 -0.885 11.191
H 9.577 3.606 8.237
```

Calculated total energy   -114435.3821 eV
Relative energy (zero: lowest compared OMol25 entry of this formula, charge and spin)   13.35 kcal/mol
HOMO (alpha / beta)   -10.471 / -10.469 eV
Spin multiplicity   2
Net charge   +1
Orbital gap (alpha / beta)   8.26 / 7.97 eV
Expectation value of S²   0.75

Atom charges from the Löwdin analysis, given in e for atoms 1 to 4:
1 H 0.0808
2 H 0.0806
3 C -0.6824
4 H 0.0654